# 1
{
  "formula": "C58H152N12O22",
  "method": "the ωB97M-V functional and the def2-TZVPD basis",
  "largest_force_ev_per_a": 18.633,
  "gap_ev": 5.71,
  "spin_multiplicity": 1,
  "species": ["O", "O", "O", "O", "O", "O", "O", "O", "O", "O", "O", "O", "O", "O", "O", "O", "O", "O", "O", "O", "O", "O", "N", "N", "N", "N", "N", "N", "N", "N", "N", "N", "N", "N", "C", "C", "C", "C", "C", "C", "C", "C", "C", "C", "C", "C", "C", "C", "C", "C", "C", "C", "C", "C", "C", "C", "C", "C", "C", "C", "C", "C", "C", "C", "C", "C", "C", "C", "C", "C", "C", "C", "C", "C", "C", "C", "C", "C", "C", "C", "C", "C", "C", "C", "C", "C", "C", "C", "C", "C", "C", "C", "H", "H", "H", "H", "H", "H", "H", "H", "H", "H", "H", "H", "H", "H", "H", "H", "H", "H", "H", "H", "H", "H", "H", "H", "H", "H", "H", "H", "H", "H", "H", "H", "H", "H", "H", "H", "H", "H", "H", "H", "H", "H", "H", "H", "H", "H", "H", "H", "H", "H", "H", "H", "H", "H", "H", "H", "H", "H", "H", "H", "H", "H", "H", "H", "H", "H", "H", "H", "H", "H", "H", "H", "H", "H", "H", "H", "H", "H", "H", "H", "H", "H", "H", "H", "H", "H", "H", "H", "H", "H", "H", "H", "H", "H", "H", "H", "H", "H", "H", "H", "H", "H", "H", "H", "H", "H", "H", "H", "H", "H", "H", "H", "H", "H", "H", "H", "H", "H", "H", "H", "H", "H", "H", "H", "H", "H", "H", "H", "H", "H", "H", "H", "H", "H", "H", "H", "H", "H", "H", "H", "H", "H", "H", "H", "H", "H", "H", "H", "H", "H", "H", "H"],
  "coordinates": [[-0.085, 3.904, -0.516], [4.586, 2.960, -0.925], [-0.464, -1.347, 2.946], [-1.821, -2.405, -3.978], [-7.326, 1.365, 1.247], [-4.117, -2.415, 1.286], [-2.003, -0.287, -1.066], [7.948, -3.277, -4.756], [2.696, -2.055, -0.467], [1.230, 1.485, -2.423], [-1.182, -6.216, -3.356], [-1.296, -4.365, 2.470], [3.075, -3.314, 4.639], [-0.089, 2.020, 2.695], [2.585, 4.203, -5.192], [4.436, 0.346, -6.273], [-0.509, 1.138, 6.392], [-0.501, 0.815, -5.348], [4.952, 0.212, -2.328], [-3.491, 2.395, 0.929], [-6.460, 1.863, 5.298], [1.533, 4.607, 3.413], [-1.287, 2.014, -0.864], [-2.099, 1.785, -4.139], [7.439, -0.434, -3.806], [-0.509, 2.980, -4.942], [1.586, -0.159, 3.461], [-4.582, 0.824, -1.364], [-2.190, 3.703, 0.101], [1.795, 3.821, -0.240], [-5.190, 0.003, 2.961], [1.317, -0.558, 0.670], [-0.700, -4.821, -0.531], [-3.311, 1.873, 5.381], [3.496, 2.820, -1.829], [-0.874, -1.153, 1.674], [3.114, -0.058, -6.702], [1.744, 5.101, -4.539], [3.762, -1.494, 0.273], [0.286, -1.571, 0.772], [1.798, 1.195, 3.953], [-5.190, -1.456, 3.184], [6.757, 0.825, -3.928], [-0.255, -2.661, -2.304], [3.454, -4.571, 4.116], [-2.051, 1.969, 4.640], [0.508, 0.199, 6.760], [-4.175, 0.888, 4.784], [1.373, 4.806, 1.981], [-5.364, 1.114, -0.077], [-0.566, 2.937, 1.704], [-1.534, -0.372, -2.492], [-0.021, -5.978, -1.202], [1.509, 0.256, -1.744], [-0.667, -3.422, 1.576], [2.022, 0.275, -5.650], [-1.436, -1.311, 4.034], [7.881, -0.895, -5.174], [1.363, 1.585, -3.871], [0.157, -4.174, 0.525], [2.487, -2.449, 3.689], [-4.421, -0.633, -1.512], [1.282, 2.182, 2.928], [-4.919, 2.464, 0.588], [2.769, 5.013, 3.879], [-1.129, -3.430, -3.325], [-5.534, 0.771, 5.432], [4.016, -0.042, -3.354], [-3.198, 1.780, 2.214], [-7.735, 1.664, 5.839], [8.827, -2.112, -4.958], [-1.021, 1.800, -4.825], [-2.334, -6.683, -4.007], [1.269, 4.390, -3.265], [-8.264, 1.310, 0.248], [-3.121, -1.098, -0.748], [1.095, 0.550, -0.307], [5.974, 1.135, -2.677], [1.946, -1.202, 4.436], [8.670, -4.518, -4.969], [2.210, 2.621, -0.936], [-6.427, 0.725, 3.378], [-0.825, -6.844, -2.146], [2.332, 3.915, 1.107], [-1.651, -3.758, 3.662], [5.785, 3.129, -1.579], [-3.068, -3.242, 0.744], [-1.110, 3.221, -0.429], [-3.980, -2.192, 2.687], [-7.623, 0.503, 2.380], [-1.076, 0.852, 5.129], [4.041, -0.030, -0.116], [0.746, -3.499, -0.096], [4.083, 0.114, -1.196], [6.568, 3.477, -0.905], [-0.721, 0.320, -2.712], [-5.149, 3.230, -0.152], [3.375, -0.869, -3.048], [-3.216, -6.515, -3.389], [6.161, 2.226, -2.059], [3.059, 6.037, 3.646], [2.047, 3.876, -5.916], [3.041, 0.567, -7.592], [-2.251, -4.502, 4.185], [0.383, 3.095, -5.402], [-1.906, -0.327, 4.054], [1.056, -0.007, -6.069], [-5.921, -0.165, 5.030], [-5.040, 0.415, 0.693], [-1.645, 2.854, 1.835], [-2.119, 2.192, 3.576], [-0.270, 3.967, 1.905], [-2.305, -7.745, -4.249], [0.524, -6.526, -0.433], [-3.929, -3.122, 3.254], [0.613, 5.097, -2.756], [0.802, -2.442, 1.176], [4.954, 0.321, 0.365], [-2.227, -2.046, 3.886], [4.648, -2.113, 0.130], [-2.413, -0.039, -3.044], [7.039, -1.242, -5.773], [2.590, 0.124, -1.709], [-2.128, 1.700, 2.404], [-2.580, 2.639, -3.897], [-0.773, -3.540, 4.269], [-8.571, 0.702, 2.879], [0.746, -5.517, -1.824], [3.013, -1.090, -7.036], [3.253, 4.494, 1.037], [-2.905, -2.164, -0.825], [-0.315, 0.703, 4.362], [1.690, 1.427, -0.054], [2.505, 2.948, 1.578], [2.822, 4.955, 4.967], [-0.853, 3.809, -4.480], [1.018, -1.420, 4.964], [2.163, 4.235, -2.661], [-0.309, 2.604, 0.699], [0.279, -1.791, -2.688], [-3.313, -0.929, 0.311], [1.520, 3.203, 3.227], [3.465, 4.268, 3.492], [-8.125, 2.023, -0.565], [-7.769, -0.510, 2.006], [4.183, -4.366, 3.332], [9.014, -4.507, -6.003], [3.285, -2.158, 3.005], [-5.129, 0.221, 1.977], [0.342, 4.509, 1.788], [0.786, 3.773, -0.263], [1.018, -0.617, -2.173], [-3.636, 1.106, -1.151], [2.390, 1.425, -4.199], [-8.193, 0.693, 5.647], [3.799, -5.127, 4.987], [-8.157, 0.303, -0.157], [0.841, 3.414, -3.493], [-5.368, 0.473, 6.467], [-1.124, -0.095, 1.596], [4.390, -0.259, -4.354], [-0.652, 1.636, -1.553], [9.389, -1.896, -4.049], [-0.187, -7.689, -2.404], [3.472, 0.897, -3.456], [-1.750, -1.746, 1.414], [1.335, 2.358, -1.531], [-5.286, -1.238, -1.240], [2.637, -0.978, 5.249], [5.740, 3.911, -2.337], [1.867, 2.054, 2.017], [-1.537, -5.089, -0.035], [-0.838, -2.291, -1.461], [0.686, 0.876, -4.349], [1.982, 1.353, -5.496], [9.545, -4.724, -4.354], [-3.896, 2.650, 5.108], [3.475, 1.886, -2.391], [-2.068, -2.829, 0.876], [-3.064, 3.210, 0.222], [-4.181, 1.064, 3.708], [-3.039, -1.702, 2.936], [-3.226, -3.567, -0.284], [1.243, -0.194, 1.610], [1.167, 0.027, 5.908], [-7.854, 1.820, 6.911], [-2.085, 1.516, -0.497], [6.648, 1.376, -1.855], [0.444, -3.421, -1.955], [6.751, -1.108, -3.502], [-3.713, -0.073, 5.011], [8.341, -0.039, -5.667], [-1.413, -2.151, -4.809], [5.480, 2.093, -2.841], [-2.465, 0.852, -4.261], [0.863, -4.876, 0.968], [1.014, 5.457, -5.265], [0.005, -1.949, -0.211], [-1.707, -7.272, -1.670], [-1.854, -4.056, -2.805], [9.510, -2.293, -5.789], [-6.440, 0.977, -0.179], [1.714, -2.890, 3.060], [-1.034, -1.668, 4.983], [2.318, 5.974, -4.228], [-1.660, -0.068, 5.117], [2.383, 1.854, -0.182], [-4.307, -0.725, -2.592], [-1.368, -2.773, 1.050], [6.070, 0.886, -4.772], [-2.490, -6.171, -4.957], [-5.546, 2.787, 1.419], [-9.240, 1.353, 0.731], [-3.628, 0.779, 2.255], [2.130, -0.143, -4.649], [-6.797, 0.184, 4.249], [2.589, -5.081, 3.693], [7.446, 1.643, -4.134], [8.023, -5.390, -4.879], [-6.253, 1.779, 3.594], [1.069, 2.592, -4.167], [3.461, 3.686, -2.489], [1.142, 0.616, 7.543], [-2.053, 4.577, 0.588], [-0.051, -0.703, 7.007], [1.867, -1.620, -0.253], [-1.209, -1.403, -2.627], [1.232, 1.433, 4.853], [0.052, 0.868, -0.312], [0.596, -0.276, 3.298], [-5.136, -1.686, 4.248], [-1.726, 2.939, 5.016], [-0.539, -4.121, -3.927], [-0.046, -2.720, 2.132], [1.470, 5.826, 1.610], [-2.250, -2.851, 3.584], [2.834, 1.511, 4.074], [-3.589, 2.326, 3.072], [4.746, 0.877, -7.010], [3.502, -1.481, 1.332], [3.275, 0.674, 0.209], [-8.423, 2.399, 5.422], [-6.096, -1.946, 2.829], [-2.989, -4.273, 1.088]],
  "mulliken_charge": [-0.5473, -0.1609, 0.8172, -0.5150, -0.1336, -0.2020, 0.8520, -0.2440, -0.6777, -0.0017, -0.1635, -0.4467, -0.5366, 1.3373, -0.5531, -0.4281, -0.5877, -0.7876, -0.2766, -0.4900, -0.4186, -0.4180, 1.8021, -0.1452, -0.4519, -0.0703, 1.2921, -0.1195, -0.4226, -0.3533, 0.8351, 0.9481, -0.0081, -0.1631, -0.8707, -0.9349, -1.3919, -1.0343, 0.2219, -0.6307, -1.2035, -2.5779, -0.9464, 0.5955, -0.7154, -0.6410, -0.3232, 0.8375, -0.9048, -0.1200, 0.3103, -0.4951, -0.5533, 2.3023, 0.6184, -0.7748, -1.3622, -0.5758, -1.0341, -0.9020, -0.1545, -2.3689, 1.1568, -0.5885, -0.9061, -1.6733, -1.6491, -1.0205, -1.7912, -0.8582, -0.6948, 0.8709, -0.9155, 0.5940, -1.5391, 1.4849, 0.9675, 1.3203, -0.9264, -0.8227, -1.0960, -1.0854, -0.8491, -0.2094, -0.8691, -1.2355, -2.2654, -0.6814, -0.2377, -1.1920, 1.1150, -0.0699, 0.2983, -0.1394, 0.2892, 0.4925, 0.5493, -0.2832, 0.3644, -0.8275, 0.3011, 0.3498, 0.5552, 0.4738, 0.7103, -0.8924, 0.1845, 0.7816, 0.7681, -0.0646, 0.7029, -0.5496, 0.3613, 0.5166, 1.8358, 0.6855, 0.5668, 0.8486, 0.0713, 0.8533, 0.1082, 0.1603, -0.9378, -1.6997, 0.2009, 0.2917, 0.5355, 0.3707, 0.2989, 0.4599, -0.4518, -0.6280, -0.5395, 0.2809, 0.2940, 0.2586, 0.0574, -0.4782, 0.6385, 0.2696, -0.1469, 0.5126, 0.3367, 0.2815, 0.3719, 0.3020, 0.3243, 0.4403, -1.8586, 0.2928, 0.7947, -0.2668, 0.9686, -0.2754, 0.3297, 0.3317, 0.5398, 0.3999, 0.6116, -0.3376, 1.0121, -0.5325, 0.3018, 0.3756, 1.1914, 1.7192, 0.7692, 0.3949, 0.5935, 0.4150, -1.0059, 0.2972, -0.2774, 1.5433, 0.5728, 0.3087, 0.7611, -0.3523, -0.2564, 0.6584, 0.0202, -1.5831, 0.0617, -0.7385, -0.1652, 0.2931, -1.9801, 0.3417, 0.6623, 0.2696, -0.3646, 0.5641, 0.4420, -0.1765, 0.4267, 0.7296, 0.3256, -0.9355, 0.4447, 0.1773, 0.5019, 0.6074, -0.3064, 1.1820, 0.4457, 0.4795, -0.7862, 0.5380, 1.7372, 0.0142, 0.2439, 0.5088, 0.3063, 0.5408, 0.2608, 0.2762, 0.2107, 0.7284, 0.2447, 0.7428, -2.6005, 1.6437, 0.3490, 0.3458, 0.2659, -0.7373, 0.1674, -0.1046, -0.8462, -1.2042, 0.5495, 0.9099, 0.4687, 0.1821, 0.6722, -0.2241, 0.9020, 1.5132, 0.2982, -1.0624, 0.1749, 0.3490, 0.3581, 1.3368]
}


# 2
{
  "formula": "C15H7F18N4",
  "method": "the ωB97M-V functional and the def2-TZVPD basis",
  "largest_force_ev_per_a": 0.326,
  "gap_ev": 7.28,
  "charge": 1,
  "spin_multiplicity": 1,
  "species": ["F", "F", "F", "F", "F", "F", "F", "F", "F", "F", "F", "F", "F", "F", "F", "F", "F", "F", "N", "N", "N", "N", "C", "C", "C", "C", "C", "C", "C", "C", "C", "C", "C", "C", "C", "C", "C", "H", "H", "H", "H", "H", "H", "H"],
  "coordinates": [[-6.390, 1.014, 3.670], [-2.904, -1.185, 2.631], [-0.548, -0.977, 0.053], [1.830, 1.187, 2.573], [-2.530, 0.520, -0.383], [-0.503, -2.027, 1.965], [-5.252, 1.481, 0.769], [-4.633, 2.675, 3.069], [2.184, -1.101, -2.281], [-5.453, -0.587, 2.576], [-3.279, 2.386, 0.932], [-2.751, -2.217, 0.715], [-0.296, 0.106, 3.347], [-3.004, 1.284, 3.430], [1.875, -0.627, 1.382], [-4.783, -0.092, 4.569], [-0.924, 1.433, 1.746], [-4.361, -0.593, -0.031], [1.669, 3.015, -0.959], [1.323, 0.937, -0.851], [1.503, 1.914, -1.665], [1.372, 1.363, 0.410], [4.320, -2.081, -5.036], [-3.369, 0.049, 0.578], [4.545, -1.087, -2.444], [1.229, 0.504, 1.617], [-5.244, 0.415, 3.439], [-0.962, -0.940, 1.346], [3.327, -1.348, -3.024], [5.571, -1.829, -4.490], [3.169, -1.840, -4.297], [1.597, 2.678, 0.319], [-4.027, 1.328, 1.291], [-2.532, -1.056, 1.354], [-4.203, 1.431, 2.836], [-0.281, 0.284, 2.035], [5.684, -1.334, -3.199], [1.693, 3.329, 1.176], [6.659, -1.143, -2.772], [4.608, -0.713, -1.430], [2.183, -2.029, -4.696], [6.461, -2.022, -5.073], [4.233, -2.469, -6.041], [1.192, -0.033, -1.157]],
  "nbo_charge": [-0.2788, -0.2928, -0.3259, -0.2616, -0.3176, -0.2736, -0.2844, -0.2791, -0.3894, -0.3132, -0.2978, -0.2780, -0.2612, -0.3078, -0.2650, -0.2885, -0.3012, -0.2705, -0.1960, -0.0859, 0.1092, -0.1850, -0.1711, 0.5835, -0.2929, 0.7894, 0.9252, 0.5822, 0.3810, -0.2081, -0.2789, 0.2426, 0.5916, 0.6019, 0.5557, 0.5867, -0.1767, 0.2777, 0.2293, 0.2207, 0.2408, 0.2317, 0.2320, 0.5000]
}


# 3
{
  "formula": "C6H8IN5O3",
  "method": "the ωB97M-V functional and the def2-TZVPD basis",
  "largest_force_ev_per_a": 4.698,
  "gap_ev": 7.28,
  "smiles": "N[C@@]1(I)NC(=O)C2=C(NCN2)N1.O=C=O",
  "spin_multiplicity": 1,
  "species": ["I", "O", "O", "O", "N", "N", "N", "N", "N", "C", "C", "C", "C", "C", "C", "H", "H", "H", "H", "H", "H", "H", "H"],
  "coordinates": [[-1.448, 3.125, 1.006], [-2.847, -1.740, 0.625], [1.981, 3.093, 2.807], [2.523, 2.071, 0.811], [-2.207, 0.214, -0.339], [0.034, 0.652, -0.719], [1.538, -0.749, 0.512], [-1.571, 1.853, -1.887], [0.028, -2.205, 1.354], [0.351, -0.417, 0.073], [2.286, 2.518, 1.871], [1.445, -1.868, 1.431], [-1.337, 1.172, -0.783], [-0.622, -1.278, 0.519], [-1.958, -0.995, 0.302], [2.428, -0.352, 0.109], [-0.455, -2.391, 2.211], [-3.288, 0.342, -0.416], [-2.377, 2.362, -2.092], [0.652, 1.390, -1.096], [-0.818, 2.292, -2.338], [1.982, -2.815, 0.993], [1.652, -1.516, 2.440]],
  "nbo_charge": [-0.5973, -0.6196, -0.4656, -0.5748, -0.6252, -0.5887, -0.5898, -0.7995, -0.6041, 0.4106, 1.0406, -0.0281, 0.6706, -0.1018, 0.6097, 0.4273, 0.3930, 0.4402, 0.4143, 0.4210, 0.3931, 0.1876, 0.1864]
}


# 4
{
  "formula": "CH2NO2S2",
  "method": "the ωB97M-V functional and the def2-TZVPD basis",
  "largest_force_ev_per_a": 2.370,
  "gap_ev": [5.89, 6.72],
  "charge": -1,
  "s2": 2.01,
  "spin_multiplicity": 3,
  "species": ["S", "S", "O", "O", "N", "C", "H", "H"],
  "coordinates": [[1.597, -0.980, -1.668], [-1.388, -0.613, -0.828], [-1.287, -1.972, -0.232], [-1.914, 0.466, 0.103], [1.121, 1.281, 0.880], [0.420, -0.380, -0.912], [1.337, 0.689, 1.666], [0.114, 1.509, 0.990]],
  "nbo_charge": [0.0852, 1.4758, -1.0046, -1.0345, -0.6325, -0.4984, 0.2826, 0.3264]
}